Entry 1:
Computed, not measured: a molecular structure, C2H9AlB2Cl5NO4P, with the ωB97M-V functional and the def2-TZVPD basis.

Calculated values
Lowest unoccupied orbital energy: 2.4 eV
Frontier orbital gap: 6.4 eV
DFT total energy: -91755.516 eV
Highest occupied orbital energy: -3.9 eV

Geometry as ORCA input:
```
! RIJCOSX wB97M-V def2-TZVPD def2/J DEFGRID3
* xyz -1 1
C 1.59 -2.08 -1.30
Al 1.11 -0.46 -0.14
B -0.19 0.88 -1.19
N -0.42 2.26 -0.60
O -0.85 0.57 -2.39
B 2.80 0.72 0.40
O 3.00 1.26 1.70
O 3.80 1.02 -0.56
P 0.10 -1.30 1.85
O -1.05 -2.45 1.43
Cl 1.67 -2.40 2.78
H 1.09 -1.97 -2.26
H 1.24 -3.01 -0.85
H 2.67 -2.17 -1.42
H 0.47 2.74 -0.61
H -0.57 2.07 0.40
H -0.19 0.54 -3.09
H 2.48 2.07 1.75
H 3.47 1.77 -1.08
H -1.55 -2.63 2.24
C -4.13 0.51 0.58
Cl -4.84 0.98 2.14
Cl -5.08 -0.81 -0.11
Cl -4.17 1.90 -0.51
Cl -2.47 -0.02 0.83
*
```

Entry 2:
Computed, not measured: 2 unconnected molecules or ions with the total composition C2H6BrN3, with the ωB97M-V functional and the def2-TZVPD basis.

Calculated values
Lowest unoccupied orbital energy: 0.8 eV
Frontier orbital gap: 10.1 eV
Relative energy (zero: lowest compared OMol25 entry of this formula, charge and spin): 0.0000 eV
DFT total energy: -76681.862 eV
Highest occupied orbital energy: -9.3 eV
Structure (SMILES): C1CNN=N1.Br

Geometry as ORCA input:
```
! RIJCOSX wB97M-V def2-TZVPD def2/J DEFGRID3
* xyz 0 1
C -0.28 0.50 -1.47
C -0.68 -0.72 -0.62
N 0.47 1.23 -0.45
N 0.48 0.63 0.72
N -0.31 -0.35 0.76
Br 0.56 -1.52 3.94
H 0.45 0.20 -2.22
H -0.97 1.13 -1.89
H -1.74 -0.70 -0.53
H -0.32 -1.67 -0.91
H 1.46 1.61 -0.61
H 0.88 -0.34 3.28
*
```

Entry 3:
Computed, not measured: 3 unconnected molecules or ions with the total composition C3H10O3S, with the ωB97M-V functional and the def2-TZVPD basis.

Calculated values
Lowest unoccupied orbital energy: 5.9 eV
Frontier orbital gap: 5.9 eV
Relative energy (zero: lowest compared OMol25 entry of this formula, charge and spin): 0.1519 eV
DFT total energy: -20250.176 eV
Highest occupied orbital energy: -0.1 eV

Geometry as ORCA input:
```
! RIJCOSX wB97M-V def2-TZVPD def2/J DEFGRID3
* xyz -2 1
C 0.19 0.21 -0.62
O 0.79 -0.85 0.11
C 1.22 0.99 -1.43
C 0.50 2.09 -2.26
S 1.55 3.12 -3.36
H -0.39 0.90 0.00
H -0.47 -0.30 -1.35
H 2.05 1.39 -0.84
H 1.72 0.31 -2.14
H -0.18 1.54 -2.92
H -0.10 2.62 -1.52
H -2.36 -1.75 4.40
H -1.27 -2.06 3.41
O -1.42 -1.96 4.41
H 0.14 -1.30 0.72
H -1.31 -2.76 1.51
O -0.65 -2.19 1.88
*
```

Entry 4:
Computed, not measured: a single CH3NO2S2 molecule, with the ωB97M-V functional and the def2-TZVPD basis.

Calculated values
Lowest unoccupied orbital energy: -1.3 eV
Frontier orbital gap: 8.1 eV
Relative energy (zero: lowest compared OMol25 entry of this formula, charge and spin): 1.2461 eV
DFT total energy: -28339.176 eV
Highest occupied orbital energy: -9.5 eV
Structure (SMILES): NS(=O)(=O)C=S

Geometry as ORCA input:
```
! RIJCOSX wB97M-V def2-TZVPD def2/J DEFGRID3
* xyz 0 1
C -2.75 0.25 0.31
N -0.28 -0.16 -0.49
O -0.89 1.40 1.39
O -1.46 2.15 -0.93
S -3.09 -1.27 -0.14
S -1.26 1.13 0.06
H -3.48 1.00 0.61
H -0.39 0.00 -1.50
H 0.73 -0.10 -0.35
*
```

Entry 5:
Computed, not measured: a molecular structure, C38H53N2O9P3Ti, with the ωB97M-V functional and the def2-TZVPD basis.

Calculated values
Lowest unoccupied orbital energy (spin up / spin down): -7.8 / -8.0 eV
Frontier orbital gap (spin up / spin down): 8.3 / 8.1 eV
Relative energy (zero: lowest compared OMol25 entry of this formula, charge and spin): 0.5950 eV
DFT total energy: -112642.777 eV
Expectation value of S²: 0.7531
Highest occupied orbital energy (spin up / spin down): -16.1 / -16.1 eV

Geometry as ORCA input:
```
! RIJCOSX wB97M-V def2-TZVPD def2/J DEFGRID3
* xyz 3 2
Ti 0.29 0.27 -0.32
C -2.33 -5.70 -1.76
C -2.30 -4.21 -1.55
C -2.55 -3.41 -2.81
O -0.93 -3.92 -0.97
P -0.08 -2.66 -0.90
O -0.80 -1.31 -0.85
C 1.07 -2.58 -2.32
P 1.73 -0.91 -2.42
O 1.93 -0.41 -0.99
O 2.90 -0.76 -3.38
C 4.32 -1.31 -3.36
C 4.79 -1.55 -1.94
C 4.35 -2.53 -4.24
O 0.60 0.05 -2.93
C 0.21 0.27 -4.37
C -1.29 0.21 -4.43
C 0.80 1.59 -4.79
O 0.85 -2.79 0.33
C 0.89 -3.79 1.46
C 1.44 -5.09 0.95
C -0.46 -3.90 2.15
H -3.32 -5.98 -2.14
H -2.16 -6.24 -0.82
H -1.58 -6.00 -2.49
H -3.00 -3.92 -0.77
H -1.86 -3.71 -3.61
H -2.48 -2.33 -2.64
H -3.56 -3.62 -3.16
H 0.54 -2.82 -3.25
H 1.87 -3.31 -2.17
H 4.88 -0.50 -3.81
H 4.19 -2.32 -1.44
H 4.78 -0.64 -1.34
H 5.82 -1.91 -1.98
H 3.82 -3.38 -3.79
H 5.39 -2.83 -4.39
H 3.92 -2.32 -5.22
H 0.66 -0.54 -4.94
H -1.72 0.98 -3.78
H -1.67 -0.77 -4.13
H -1.61 0.41 -5.46
H 0.30 2.42 -4.28
H 0.65 1.72 -5.87
H 1.87 1.63 -4.60
H 1.60 -3.31 2.13
H 0.78 -5.53 0.19
H 1.52 -5.79 1.78
H 2.45 -4.96 0.52
H -1.14 -4.54 1.60
H -0.92 -2.91 2.29
H -0.31 -4.34 3.13
O -1.31 1.24 -0.18
P -1.20 2.71 0.39
C -1.88 3.84 -0.77
C -1.37 5.14 -0.86
C -2.01 6.05 -1.69
C -3.13 5.67 -2.41
C -3.63 4.37 -2.33
C -3.01 3.45 -1.50
C -2.00 2.88 1.93
C -1.78 4.01 2.72
C -2.50 4.17 3.89
C -3.45 3.22 4.25
C -3.68 2.10 3.45
C -2.96 1.93 2.29
C 0.60 2.92 0.38
C 1.16 2.64 -0.89
C 2.54 2.74 -1.07
C 3.34 3.12 -0.01
C 2.78 3.42 1.23
C 1.42 3.32 1.43
H -0.49 5.43 -0.30
H -1.62 7.07 -1.77
H -3.63 6.39 -3.05
H -4.50 4.09 -2.90
H -3.39 2.44 -1.42
H -1.05 4.76 2.43
H -2.33 5.03 4.52
H -4.01 3.35 5.17
H -4.43 1.37 3.74
H -3.15 1.07 1.65
H 0.50 2.55 -1.74
H 2.96 2.57 -2.05
H 4.41 3.23 -0.16
H 3.42 3.75 2.04
H 0.99 3.56 2.40
O -2.85 -1.31 6.15
C -1.72 -0.74 6.80
N -0.66 -0.73 5.83
C -0.39 0.36 5.07
O -0.84 1.47 5.23
C 0.57 0.15 3.92
C 1.93 0.20 4.16
C 2.80 0.15 3.08
C 2.28 0.11 1.81
N 0.96 0.09 1.56
C 0.12 0.07 2.62
H -3.54 -1.47 6.81
H -1.41 -1.33 7.66
H -1.89 0.28 7.11
H -0.31 -1.63 5.53
H 2.31 0.28 5.17
H 3.87 0.17 3.22
H 2.93 0.09 0.96
H -0.93 -0.01 2.41
*
```

Entry 6:
Computed, not measured: a molecular structure, C2HGaLiO2, with the ωB97M-V functional and the def2-TZVPD basis.

Calculated values
Lowest unoccupied orbital energy (spin up / spin down): -18.3 / -19.2 eV
Frontier orbital gap (spin up / spin down): 8.6 / 7.3 eV
Relative energy (zero: lowest compared OMol25 entry of this formula, charge and spin): 0.0000 eV
DFT total energy: -58726.133 eV
Highest occupied orbital energy (spin up / spin down): -26.9 / -26.5 eV

Geometry as ORCA input:
```
! RIJCOSX wB97M-V def2-TZVPD def2/J DEFGRID3
* xyz 3 1
O 1.03 1.59 0.15
C 0.81 0.50 -0.63
Ga 2.48 2.08 0.81
Li -0.75 1.99 0.22
H 1.07 0.55 -1.70
C 0.37 -0.81 -0.09
O 0.16 -1.89 0.27
*
```

Entry 7:
Computed, not measured: a molecular structure, C20H40Br20, with the ωB97M-V functional and the def2-TZVPD basis.

Calculated values
Lowest unoccupied orbital energy: -0.2 eV
Frontier orbital gap: 7.6 eV
Relative energy (zero: lowest compared OMol25 entry of this formula, charge and spin): 38.5466 eV
DFT total energy: -1422202.409 eV
Highest occupied orbital energy: -7.8 eV

Geometry as ORCA input:
```
! RIJCOSX wB97M-V def2-TZVPD def2/J DEFGRID3
* xyz 0 1
Br -0.27 -2.68 -3.33
C 0.86 -1.75 -1.98
C 2.35 -2.14 -2.32
Br 2.77 -4.04 -1.82
H 0.54 -2.16 -1.02
H 0.67 -0.68 -2.07
H 3.10 -1.49 -1.86
H 2.51 -2.11 -3.40
Br -2.82 -2.87 0.82
C -0.88 -3.29 0.43
C -0.90 -4.67 -0.25
Br 0.97 -5.40 -0.26
H -0.29 -3.18 1.34
H -0.61 -2.53 -0.30
H -1.34 -4.69 -1.25
H -1.54 -5.26 0.41
Br 1.54 3.12 -4.76
C 0.12 1.76 -4.72
C -0.16 1.44 -3.20
Br -0.94 -0.38 -3.09
H 0.39 0.92 -5.36
H -0.76 2.24 -5.14
H -0.83 2.17 -2.74
H 0.78 1.47 -2.65
Br -4.23 -1.32 4.91
C -3.50 -1.67 3.09
C -4.60 -1.33 2.05
Br -5.83 -2.96 2.03
H -3.14 -2.70 3.00
H -2.64 -1.04 2.90
H -4.20 -1.12 1.06
H -5.20 -0.46 2.34
Br -0.90 4.11 -1.50
C 0.36 3.37 -0.12
C 1.83 3.32 -0.60
Br 2.84 2.60 1.01
H 0.11 2.33 0.12
H 0.17 3.92 0.80
H 2.15 4.36 -0.66
H 2.05 2.72 -1.48
Br 2.06 -0.15 5.89
C 0.90 -1.40 4.87
C 0.21 -0.65 3.72
Br -0.87 -1.86 2.61
H 0.12 -1.69 5.57
H 1.52 -2.26 4.64
H 0.84 -0.14 2.99
H -0.48 0.11 4.09
Br -4.29 2.43 -1.81
C -3.45 0.69 -1.20
C -3.38 -0.28 -2.36
Br -2.47 -1.89 -1.62
H -4.06 0.17 -0.46
H -2.41 0.83 -0.91
H -2.70 0.16 -3.09
H -4.35 -0.58 -2.75
Br 6.36 0.30 -1.32
C 4.80 -0.17 -2.51
C 3.60 0.84 -2.35
Br 2.25 0.63 -3.87
H 4.59 -1.22 -2.34
H 5.06 -0.02 -3.55
H 3.85 1.89 -2.49
H 3.09 0.84 -1.39
Br 1.57 0.84 -1.06
C -0.25 0.17 -0.67
C -0.58 0.08 0.86
Br -2.41 -0.58 1.16
H -0.39 -0.81 -1.14
H -0.91 0.83 -1.22
H -0.38 1.05 1.31
H 0.00 -0.65 1.42
Br -0.35 2.41 2.27
C 0.74 3.04 3.85
C 2.19 3.06 3.39
Br 3.47 3.93 4.67
H 0.60 2.44 4.76
H 0.56 4.11 3.94
H 2.30 3.56 2.43
H 2.54 2.03 3.23
*
```

Entry 8:
Computed, not measured: a molecular structure, C61H47Cl3N2O6PPtS2Sb, with the ωB97M-V functional and the def2-TZVPD basis.

Calculated values
Lowest unoccupied orbital energy: -0.2 eV
Frontier orbital gap: 5.4 eV
DFT total energy: -157594.305 eV
Highest occupied orbital energy: -5.5 eV

Geometry as ORCA input:
```
! RIJCOSX wB97M-V def2-TZVPD def2/J DEFGRID3
* xyz 0 1
Pt 1.16 0.71 -1.05
O 3.74 0.26 -1.88
C 3.22 0.62 -0.84
C 3.69 0.84 0.46
C 5.09 0.67 0.71
C 5.59 0.78 1.97
C 4.75 1.09 3.06
C 3.41 1.32 2.84
C 2.87 1.21 1.57
P 1.13 1.57 1.25
C 0.98 3.37 1.31
C -0.28 3.95 1.20
C -0.41 5.32 1.16
C 0.71 6.13 1.21
C 1.97 5.56 1.29
C 2.11 4.18 1.35
C 0.30 1.00 2.76
C -0.07 1.89 3.77
C -0.65 1.40 4.93
C -0.86 0.04 5.08
C -0.51 -0.84 4.07
C 0.08 -0.36 2.92
H 5.72 0.44 -0.14
H 6.64 0.62 2.16
H 5.17 1.16 4.05
H 2.76 1.58 3.66
H -1.15 3.31 1.14
H -1.40 5.76 1.09
H 0.62 7.21 1.14
H 2.85 6.18 1.29
H 3.09 3.73 1.41
H 0.09 2.95 3.65
H -0.91 2.08 5.73
H -1.32 -0.33 5.99
H -0.68 -1.90 4.19
H 0.37 -1.03 2.12
O 0.90 4.81 -1.98
C 0.75 3.60 -2.06
O 1.47 2.77 -1.42
C -0.33 3.08 -3.00
C -1.13 4.01 -3.65
C -2.13 3.63 -4.53
C -2.33 2.28 -4.70
O -3.27 1.63 -5.47
C -2.98 0.25 -5.33
O -2.00 0.07 -4.35
C -1.54 1.34 -4.04
C -0.52 1.71 -3.21
H -0.94 5.05 -3.44
H -2.74 4.35 -5.05
H -2.63 -0.15 -6.30
H -3.90 -0.29 -5.04
H 0.14 0.95 -2.74
Cl 0.44 -5.74 4.85
C 1.48 -5.39 3.52
C 1.91 -6.41 2.69
C 2.71 -6.10 1.61
C 3.09 -4.79 1.34
C 3.89 -4.50 0.09
C 2.93 -4.46 -1.13
N 1.96 -3.42 -0.95
C 0.79 -3.48 -0.24
C 0.29 -2.21 -0.21
N 1.14 -1.39 -0.88
C 2.14 -2.14 -1.31
O 4.87 -5.50 -0.09
C 6.14 -5.03 -0.48
C 6.67 -3.91 0.37
C 6.63 -3.89 1.74
Cl 6.02 -5.12 2.76
S 7.27 -2.42 2.40
C 7.61 -1.84 0.81
C 7.24 -2.72 -0.15
C 2.67 -3.78 2.20
Cl 3.14 -2.12 1.94
C 1.87 -4.07 3.29
H 1.62 -7.43 2.89
H 3.08 -6.88 0.96
H 4.35 -3.51 0.19
H 2.43 -5.43 -1.23
H 3.51 -4.25 -2.03
H 0.42 -4.39 0.18
H -0.61 -1.84 0.22
H 2.97 -1.80 -1.89
H 6.13 -4.71 -1.53
H 6.79 -5.92 -0.40
H 8.06 -0.88 0.69
H 7.36 -2.54 -1.20
H 1.56 -3.28 3.96
S -1.60 0.53 -0.31
Sb -3.73 0.78 -1.07
C -4.44 -0.95 -2.14
C -3.78 -2.14 -1.89
C -4.14 -3.29 -2.56
C -5.15 -3.25 -3.51
C -5.81 -2.06 -3.77
C -5.47 -0.92 -3.07
C -4.34 2.65 -1.94
C -5.22 2.76 -3.00
C -5.55 4.01 -3.49
C -5.00 5.15 -2.93
C -4.11 5.03 -1.87
C -3.77 3.78 -1.38
C -4.69 0.82 0.84
C -5.51 1.87 1.22
C -5.91 1.98 2.54
C -5.49 1.06 3.48
C -4.69 0.00 3.09
C -4.29 -0.11 1.78
H -2.97 -2.17 -1.17
H -3.64 -4.23 -2.35
H -5.42 -4.14 -4.05
H -6.58 -2.02 -4.52
H -6.02 -0.01 -3.25
H -5.66 1.89 -3.46
H -6.24 4.09 -4.32
H -5.25 6.12 -3.32
H -3.66 5.91 -1.43
H -3.06 3.69 -0.57
H -5.82 2.61 0.49
H -6.53 2.82 2.84
H -5.77 1.17 4.52
H -4.34 -0.73 3.82
H -3.62 -0.92 1.48
*
```

Entry 9:
Computed, not measured: a molecular structure, C19H32NO4P2Pm, with the ωB97M-V functional and the def2-TZVPD basis.

Calculated values
Lowest unoccupied orbital energy (spin up / spin down): 0.3 / 0.3 eV
Frontier orbital gap (spin up / spin down): 7.2 / 7.1 eV
Relative energy (zero: lowest compared OMol25 entry of this formula, charge and spin): 0.0000 eV
DFT total energy: -65031.478 eV
Expectation value of S²: 6.0082
Highest occupied orbital energy (spin up / spin down): -6.9 / -6.8 eV

Geometry as ORCA input:
```
! RIJCOSX wB97M-V def2-TZVPD def2/J DEFGRID3
* xyz 0 5
C -0.70 -2.48 -3.35
C -0.58 -1.43 -2.43
N -0.05 -1.62 -1.19
C 0.30 -2.88 -0.83
C 0.29 -3.94 -1.74
C -0.23 -3.74 -3.01
C -1.07 -0.06 -2.87
P -0.34 1.39 -1.96
Pm 0.31 0.40 0.53
P 0.30 -1.97 1.90
C 0.82 -3.17 0.56
C -0.33 2.21 2.14
C 0.57 3.23 1.96
C 0.48 4.33 2.85
C -0.49 4.34 3.85
C -1.38 3.27 3.99
C -1.30 2.17 3.11
O -3.78 0.36 -2.30
O -3.37 1.37 0.19
H -1.14 -2.27 -4.34
H 0.69 -4.90 -1.42
H -0.28 -4.56 -3.73
C 1.00 1.86 -3.12
C -1.45 2.81 -2.30
H 0.46 -4.17 0.89
H 1.92 -3.19 0.55
H -2.20 0.00 -2.76
H -0.83 0.08 -3.94
C 1.59 -2.08 3.20
C -0.96 -3.00 2.72
H 1.33 3.19 1.18
H 1.17 5.17 2.75
H -0.55 5.19 4.53
H -2.13 3.29 4.79
H -1.98 1.31 3.19
H -2.68 0.73 0.63
H -3.41 2.16 0.77
H -3.75 0.72 -1.37
H -4.28 -0.47 -2.26
H -1.73 -0.07 0.90
H 0.52 2.18 -4.06
H 1.57 2.70 -2.69
H 1.68 1.02 -3.28
H -1.53 2.95 -3.38
H -2.44 2.66 -1.85
H -0.99 3.71 -1.85
H -0.45 -3.88 3.14
H -1.42 -2.41 3.52
H -1.72 -3.31 1.99
H 1.68 -3.12 3.54
H 2.56 -1.71 2.84
H 1.26 -1.45 4.04
C 4.74 -0.74 -1.01
O 3.32 -0.49 -1.03
C 2.70 0.10 -0.05
O 3.11 0.63 1.00
H 5.04 -1.25 -0.09
H 5.27 0.21 -1.15
H 4.88 -1.38 -1.87
*
```

Entry 10:
Computed, not measured: a single C7H5ClO2 molecule, with the ωB97M-V functional and the def2-TZVPD basis.

Calculated values
Lowest unoccupied orbital energy: -0.2 eV
Frontier orbital gap: 8.6 eV
Relative energy (zero: lowest compared OMol25 entry of this formula, charge and spin): 2.1564 eV
DFT total energy: -23953.738 eV
Highest occupied orbital energy: -8.8 eV
Structure (SMILES): C=C1C(=O)O[C@H]2C(=C)[C@@]12Cl

Geometry as ORCA input:
```
! RIJCOSX wB97M-V def2-TZVPD def2/J DEFGRID3
* xyz 0 1
C -0.37 -0.89 1.19
C -1.65 -0.35 1.74
C -0.26 0.36 -0.95
C 0.64 -1.26 1.97
C 0.29 1.37 -1.55
C -1.93 -0.41 -0.49
C -0.51 -0.92 -0.30
O -1.93 -0.18 2.89
O -2.48 -0.06 0.71
Cl 0.07 -2.42 -1.06
H 1.56 -1.67 1.57
H 0.55 -1.14 3.03
H 1.35 1.40 -1.72
H -0.28 2.22 -1.89
H -2.58 -0.55 -1.32
*
```

Entry 11:
Computed, not measured: a single CH4BNO2 molecule, with the ωB97M-V functional and the def2-TZVPD basis.

Calculated values
Lowest unoccupied orbital energy: -0.7 eV
Frontier orbital gap: 10.1 eV
Relative energy (zero: lowest compared OMol25 entry of this formula, charge and spin): 1.8230 eV
DFT total energy: -7359.582 eV
Highest occupied orbital energy: -10.8 eV

Geometry as ORCA input:
```
! RIJCOSX wB97M-V def2-TZVPD def2/J DEFGRID3
* xyz 0 1
B 0.29 -0.43 -0.96
C -0.68 -0.35 0.34
N 0.35 0.84 0.74
O 0.42 1.61 1.64
O 1.06 0.82 -0.30
H 1.03 -1.34 -0.99
H -0.22 -0.15 -1.98
H -1.68 0.06 0.36
H -0.58 -1.07 1.15
*
```

Q: Among the records above, which one has the lowest DFT total energy?
A: C20H40Br20

Q: Which of these has the highest DFT total energy?
A: CH4BNO2